Entry 1:
93
Properties=species:S:1:pos:R:3:mulliken_charge:R:1 method="wB97M-V/def2-TZVPD" gap_ev=7.126 total_charge=+2 e_homo_ev=-12.679
Ba -25.1423 12.1466 -2.5461 1.850
Ba -22.9970 20.9720 -4.6582 1.856
C -24.5799 16.4236 -4.9944 -0.168
C -24.6168 15.3673 -4.0843 0.649
C -24.1735 15.6081 -2.6471 0.255
O -24.3560 14.7166 -1.7866 -0.909
C -23.6657 16.8711 -2.2986 0.011
C -23.5985 17.9161 -3.2076 0.656
C -24.1486 17.7001 -4.6366 -0.186
O -24.1086 18.6659 -5.4322 -0.737
O -23.1823 19.0674 -2.9003 -1.095
O -24.9054 14.2075 -4.4769 -0.816
H -24.8523 16.2515 -6.0287 0.050
H -23.3381 17.0336 -1.2817 0.506
C -26.1321 18.9819 -1.5147 -0.842
N -27.3813 19.3079 -0.7454 1.073
O -27.2722 19.2397 0.4625 -0.581
O -28.3751 19.6417 -1.3503 -0.581
H -25.2962 19.5408 -1.1160 0.420
H -26.2960 19.1796 -2.5682 0.346
H -26.0356 17.9098 -1.3679 0.140
C -24.5907 13.4935 -7.4952 -0.752
N -25.2968 14.5730 -8.2357 0.970
O -26.4040 14.3180 -8.6642 -0.566
O -24.7267 15.6338 -8.3544 -0.538
H -23.9926 12.9221 -8.2005 0.358
H -25.3672 12.8849 -7.0475 0.296
H -23.9543 13.9252 -6.7336 0.194
C -24.4581 18.1511 1.7134 -0.715
N -24.0753 16.8718 2.4225 0.981
O -24.9603 16.0817 2.6592 -0.555
O -22.9085 16.7196 2.7226 -0.562
H -25.4470 17.9423 1.3262 0.346
H -23.7398 18.2847 0.9129 0.167
H -24.4301 18.9290 2.4654 0.348
C -28.1236 15.2590 -4.6243 -0.718
N -27.6464 15.7112 -3.2968 1.007
O -27.6957 16.8896 -3.0731 -0.508
O -27.2452 14.8717 -2.4937 -0.523
H -27.4583 15.6213 -5.4006 0.267
H -29.0864 15.7531 -4.7530 0.308
H -28.2384 14.1855 -4.6147 0.240
C -24.2645 12.7367 1.4121 -0.186
O -23.1065 11.9048 1.3573 -0.334
P -22.1223 12.0342 0.1551 0.605
O -22.7908 12.1129 -1.1692 -0.363
O -21.1822 13.2414 0.4557 -0.276
C -21.3999 14.5322 -0.1305 -0.253
O -21.2345 10.8036 0.4039 -0.346
C -20.5798 10.1538 -0.7007 -0.658
H -24.2403 13.5687 0.6993 -0.080
H -24.3317 13.2061 2.3905 0.254
H -25.1582 12.1248 1.2689 0.254
H -21.7626 14.4331 -1.1554 0.105
H -20.4422 15.0409 -0.1399 0.265
H -22.1370 15.0977 0.4358 0.254
H -19.6003 9.8388 -0.3490 0.264
H -20.4914 10.7947 -1.5738 0.315
H -21.1074 9.2360 -0.9657 0.265
C -18.9053 20.0438 -8.8327 -0.172
O -20.1808 19.5127 -9.2329 -0.331
P -21.4682 20.0724 -8.5664 0.598
O -21.4156 20.3117 -7.1012 -0.126
O -21.8609 21.3420 -9.4126 -0.352
C -21.7343 22.6851 -8.9287 -0.596
O -22.4581 18.9647 -9.0371 -0.367
C -23.8682 18.9876 -8.7299 -0.261
H -18.1450 19.3513 -9.1746 0.261
H -18.9005 20.2193 -7.7663 -0.205
H -18.7299 20.9724 -9.3853 0.305
H -21.1322 22.7136 -8.0213 0.279
H -22.7214 23.1028 -8.7396 0.253
H -21.2536 23.2559 -9.7174 0.265
H -24.1005 18.0978 -8.1478 -0.071
H -24.4218 18.8911 -9.6607 0.330
H -24.1525 19.8816 -8.1795 0.203
C -17.8738 20.0460 -5.2155 -0.716
O -17.9499 20.3643 -3.8123 -0.318
P -19.1404 19.8107 -2.9624 0.170
O -20.4777 20.0491 -3.5261 0.032
O -18.7687 18.2900 -2.7871 -0.307
C -19.7786 17.3148 -2.4455 -0.504
O -18.9278 20.4902 -1.5939 -0.349
C -17.6935 20.3214 -0.8465 -0.664
H -18.4786 20.7638 -5.7687 0.214
H -18.2990 19.0630 -5.4346 0.350
H -16.8288 20.0900 -5.4942 0.350
H -20.0087 16.7100 -3.3182 0.309
H -20.6766 17.7744 -2.0330 0.274
H -19.3452 16.6755 -1.6766 0.252
H -17.8984 19.6512 -0.0191 0.262
H -17.3508 21.2999 -0.5356 0.275
H -16.9289 19.8760 -1.4831 0.330

Entry 2:
66
Properties=species:S:1:pos:R:3:lowdin_spin:R:1 method="wB97M-V/def2-TZVPD" de_lowest_ev=0.056 gap_ev="4.476 / 7.861" spin_multiplicity=2 total_charge=+1 e_homo_ev="-6.622 / -10.141"
Cu -0.6215 0.4971 1.8460 0.132
P -1.2713 -0.4104 -2.6095 0.017
P 1.2717 -0.6660 1.9798 0.052
N -0.0799 -2.2282 -0.4377 0.013
C -1.3032 -2.2229 -2.6530 0.001
H -2.3387 -2.5245 -2.8817 0.001
H -0.6842 -2.5158 -3.5173 0.000
C -0.8087 -3.0109 -1.4144 0.001
H -1.6821 -3.4433 -0.9006 0.000
H -0.1910 -3.8631 -1.7566 0.001
C 1.0277 -2.9135 0.2046 0.002
H 1.9576 -2.7170 -0.3690 0.000
H 0.8579 -4.0036 0.1709 0.000
C 1.2103 -2.4991 1.6767 0.005
H 2.1331 -2.9591 2.0601 0.000
H 0.3665 -2.8887 2.2648 0.002
C 1.5091 -0.4282 3.8132 0.014
C 0.1558 -0.4579 4.5367 0.028
H -0.3474 -1.4254 4.4384 0.004
H -0.5217 0.3282 4.1660 0.014
H 0.3303 -0.2639 5.5985 0.002
C 2.9300 -0.3719 1.2065 0.007
C 3.2132 1.1041 0.9139 0.005
H 4.0990 1.1753 0.2688 0.000
H 3.4250 1.6673 1.8283 0.000
H 2.3762 1.5822 0.3928 0.007
C -0.6839 0.3462 -4.1586 0.002
C -0.7654 1.8776 -4.0860 0.001
H -0.1019 2.2770 -4.8652 0.000
H -0.4099 2.2703 -3.1216 0.001
H -1.7851 2.2483 -4.2764 0.000
C -2.8605 0.2083 -1.9547 0.005
C -2.6895 1.5930 -1.3194 0.027
H -3.6197 1.8804 -0.8128 0.000
H -2.4567 2.3540 -2.0763 0.001
H -1.8904 1.5886 -0.5642 0.028
C -1.7631 -0.7869 1.4388 0.313
O -2.5283 -1.6160 1.1752 0.198
C 4.0670 -1.0675 1.9824 0.001
H 3.7562 -1.5080 2.9376 0.000
H 4.4964 -1.8818 1.3837 0.000
H 4.8801 -0.3637 2.1975 0.000
C -1.2713 -0.2454 -5.4430 0.001
H -0.8507 0.3213 -6.2827 0.000
H -0.9709 -1.2941 -5.5651 0.000
H -2.3683 -0.1761 -5.4816 0.000
C -3.9999 0.1543 -2.9857 0.001
H -4.9444 0.4483 -2.5038 0.000
H -3.8376 0.8391 -3.8316 0.000
H -4.1470 -0.8623 -3.3780 0.000
C 2.2408 0.8912 4.0836 0.001
H 1.7485 1.7304 3.5748 0.000
H 2.1934 1.0867 5.1603 0.001
H 3.2984 0.8718 3.7925 0.000
H 2.1084 -1.2836 4.1651 0.001
H -3.1263 -0.5031 -1.1511 0.002
H 2.8503 -0.8767 0.2305 0.001
H 0.3884 0.0733 -4.1342 0.000
H 0.2580 -1.3526 -0.8677 0.011
H -0.1647 -0.0534 -1.8143 0.018
C -0.3331 4.8477 3.0902 0.007
C -0.3291 3.4598 2.7126 0.037
N -0.4039 2.3527 2.3503 0.028
H -1.3573 5.1629 3.3167 0.000
H 0.0662 5.4634 2.2787 0.003
H 0.2932 4.9841 3.9776 0.002

Entry 3:
81
Properties=species:S:1:pos:R:3:mulliken_charge:R:1 method="wB97M-V/def2-TZVPD" gap_ev=8.876 e_homo_ev=-8.978
C -3.1900 -1.1572 -1.9430 -0.210
P -1.5310 -2.1101 -2.0470 0.078
O -1.7767 -3.5015 -0.9702 -0.477
C -0.0890 -1.1498 -1.2160 0.741
C 1.3337 -1.7084 -1.8501 -1.285
C 2.5551 -0.7891 -1.2582 0.197
C 2.6671 -1.0575 0.3558 -0.272
C 4.1919 -1.5486 0.8364 -0.959
C 4.1902 -3.1720 1.1692 0.627
F 5.5293 -3.4838 1.7537 -0.285
F 3.1778 -3.5551 2.2116 -0.221
F 4.0551 -4.0023 -0.0697 -0.272
C 2.4800 0.7992 -1.6873 0.070
C 3.9385 1.4590 -1.2872 -0.682
C 3.9109 3.0817 -1.0522 -0.306
O 3.1609 3.8296 -2.0850 -0.549
C 3.4785 3.5159 0.5041 0.779
F 2.5414 4.6752 0.5379 -0.268
F 2.8636 2.3841 1.2617 -0.171
F 4.6809 3.9490 1.3102 -0.303
O 1.3149 1.5252 -1.1592 -0.197
S -0.1520 0.7082 -1.4537 0.893
O -1.1728 1.2571 -0.3819 -0.642
O -0.6720 0.9574 -2.9230 -0.641
H -3.1072 -0.0654 -1.5303 0.134
H -3.6521 -1.0682 -3.0386 -0.070
H -3.9183 -1.7379 -1.2149 0.332
H -2.1514 -3.0743 -0.1235 0.274
H -0.0847 -1.3825 -0.0532 -0.277
H 1.3717 -1.7016 -3.0210 0.350
H 1.5454 -2.8335 -1.5185 0.372
H 3.5600 -1.2088 -1.7410 0.498
H 2.2710 -0.1567 1.0214 0.158
H 1.9600 -1.9720 0.6059 0.173
H 4.9975 -1.3938 -0.0092 0.519
H 4.5700 -0.9935 1.7949 0.267
H 2.4038 0.8395 -2.8779 0.302
H 4.6738 1.2632 -2.2052 0.425
H 4.4468 0.9753 -0.3482 0.079
H 5.0426 3.4484 -1.1524 0.423
H 2.1833 3.8867 -1.8712 0.369
C 2.7817 -1.1383 3.9943 0.624
C 2.7142 -0.7286 5.4609 -0.762
O 1.8085 0.3675 5.6017 -0.581
O 3.1944 -0.0271 3.2020 -0.477
H 3.4906 -1.9570 3.8455 0.218
H 1.7961 -1.4485 3.6339 -0.337
H 3.6923 -0.3844 5.8084 0.367
H 2.3791 -1.5548 6.0947 0.344
H 0.9107 0.0251 5.4442 0.346
H 2.7666 0.7580 3.5974 0.324
C -2.6634 4.0313 -0.3091 0.309
C -2.8609 5.0064 0.8457 -0.534
O -3.8463 4.4840 1.7389 -0.543
O -3.9038 3.8212 -0.9800 -0.551
H -1.9362 4.4149 -1.0295 0.269
H -2.3228 3.0590 0.0599 -0.118
H -3.2363 5.9654 0.4779 0.292
H -1.9301 5.1729 1.3956 0.298
H -3.4535 3.7140 2.1872 0.308
H -4.5880 3.8099 -0.2817 0.356
C -2.0234 -2.7260 3.0456 -0.351
C -1.4940 -2.4704 4.4520 -0.620
O -0.5576 -1.3918 4.4131 -0.457
O -0.9386 -3.0200 2.1683 -0.430
H -2.7215 -3.5671 3.0335 0.383
H -2.5278 -1.8368 2.6550 0.254
H -0.9587 -3.3478 4.8256 0.292
H -2.3011 -2.2202 5.1466 0.367
H -1.0597 -0.5771 4.2330 0.264
H -0.2029 -2.4399 2.4476 0.213
C -5.7877 -0.8261 -6.6222 -0.280
C -5.6861 -0.5451 -5.1274 -0.483
O -4.3085 -0.4770 -4.7544 -0.482
O -5.1121 -2.0431 -6.9307 -0.524
H -6.8308 -0.9150 -6.9369 0.305
H -5.3066 -0.0300 -7.1987 0.248
H -6.1351 -1.3598 -4.5526 0.274
H -6.1772 0.3951 -4.8603 0.320
H -3.9425 0.3386 -5.1406 0.250
H -4.3197 -2.0627 -6.3584 0.328

Entry 4:
72
Properties=species:S:1:pos:R:3:mulliken_charge:R:1 method="wB97M-V/def2-TZVPD" de_lowest_ev=0.000 gap_ev=7.887 total_charge=+1 e_homo_ev=-11.976
C -3.7920 3.9323 0.3960 -0.868
N -3.5825 2.5659 -0.1464 -0.429
C -2.4027 2.4472 -1.0025 -0.001
N -2.8738 2.4494 -2.4291 0.249
C -3.7994 3.3401 -2.9051 0.233
C -4.2741 3.3250 -4.2930 -0.594
C -3.7705 2.2931 -5.2058 -0.264
C -2.7693 1.3574 -4.6502 -0.610
C -2.3696 1.4783 -3.2647 0.068
H -4.1009 3.8967 1.4799 0.328
H -2.8978 4.5981 0.2715 0.276
H -4.6867 4.3771 -0.1367 0.278
H -3.5600 1.8539 0.5804 0.320
H -1.9624 1.4276 -0.8135 -0.057
H -1.5898 3.1883 -0.7928 0.271
H -4.2361 4.1423 -2.2583 0.220
H -5.0273 4.0841 -4.6064 0.374
H -4.1289 2.2316 -6.2595 0.395
H -2.3109 0.5616 -5.2745 0.409
H -1.6350 0.7470 -2.8614 0.388
O 0.0463 -2.0909 -1.4185 -0.565
P 0.6588 -3.4744 -1.4637 1.109
O 0.2205 -3.8904 -2.9984 -0.430
C 0.9324 -3.3086 -4.0838 -0.222
C 2.3454 -3.8543 -4.1959 -0.978
O -0.5398 -4.2643 -0.6459 -0.424
C -1.4619 -3.5355 0.1615 0.105
C -2.6743 -3.0903 -0.6384 -1.031
O 1.5382 -4.9193 -1.3543 -0.309
C 2.7797 -4.8310 -0.6379 -0.246
C 2.5994 -4.3166 0.7772 -0.470
H 0.9480 -2.2185 -3.9791 0.143
H 0.3789 -3.5468 -4.9931 0.364
H 2.9673 -3.4921 -3.3724 0.159
H 2.8130 -3.5334 -5.1290 0.435
H 2.3477 -4.9441 -4.1547 0.256
H -0.9655 -2.6885 0.6397 -0.088
H -1.7880 -4.1980 0.9671 0.384
H -2.4032 -2.6746 -1.6115 0.224
H -3.2476 -2.3405 -0.0881 0.327
H -3.3276 -3.9408 -0.8410 0.324
H 3.4707 -4.1878 -1.1904 0.223
H 3.2110 -5.8329 -0.6159 0.353
H 2.2153 -3.2897 0.7805 -0.222
H 3.5530 -4.3181 1.3078 0.424
H 1.8846 -4.9317 1.3268 0.255
O 0.1735 1.7350 2.4203 -0.708
P 1.5415 1.7139 3.0702 1.098
O 2.0845 3.1834 2.5563 -0.364
C 1.5683 4.3508 3.1854 -0.294
C 2.0837 4.5073 4.6056 -0.977
O 2.2950 0.7560 1.9523 -0.475
C 1.5241 -0.0493 1.0668 -0.065
C 1.1745 0.7014 -0.2035 -0.640
O 2.9511 1.5507 3.9980 -0.280
C 2.7760 0.9244 5.2784 -0.231
C 2.1572 -0.4559 5.1715 -1.118
H 0.4738 4.3290 3.1733 0.234
H 1.8896 5.2046 2.5874 0.359
H 1.6435 3.7523 5.2631 0.179
H 1.8227 5.4884 5.0076 0.427
H 3.1668 4.3852 4.6440 0.253
H 0.6293 -0.4222 1.5692 0.297
H 2.1237 -0.9273 0.8112 0.002
H 0.8360 1.7223 -0.0078 0.307
H 0.3946 0.1773 -0.7583 -0.044
H 2.0524 0.7910 -0.8467 0.309
H 2.1611 1.5678 5.9141 0.251
H 3.7621 0.8537 5.7399 0.370
H 1.1434 -0.4055 4.7580 0.338
H 2.0935 -0.9224 6.1558 0.425
H 2.7452 -1.0958 4.5109 0.262

Entry 5:
72
Properties=species:S:1:pos:R:3:mulliken_charge:R:1 method="wB97M-V/def2-TZVPD" gap_ev=5.517 total_charge=+1 e_homo_ev=-10.770
O -2.6278 -2.9315 -0.3891 -0.662
S -1.9946 -1.8376 -1.1981 1.127
O -0.6451 -2.2712 -1.7448 -0.616
O -2.9570 -1.5379 -2.5313 -0.488
C -1.6493 -0.3251 -0.1626 -0.630
C -1.7306 1.0260 -1.0260 -0.268
C -3.1430 1.7846 -0.9621 -1.141
C -4.4050 0.7846 -0.9630 0.648
C -4.8912 0.0722 0.3537 -0.189
C -6.0869 -0.8615 0.0955 -0.276
C -6.6924 -1.0429 -1.3120 -0.196
N -6.1732 -0.3077 -2.3831 -0.933
N -5.1505 0.4861 -2.1362 0.535
H -2.4532 -1.6293 -3.3732 0.368
H -0.5459 -0.4321 0.1624 0.462
H -2.2479 -0.3005 0.8136 0.280
H -0.9001 1.7146 -0.6615 0.470
H -1.4577 0.7330 -2.1088 0.191
H -3.1981 2.5600 -0.1247 0.381
H -3.2300 2.3899 -1.9441 0.320
H -4.3856 0.2367 1.3584 0.417
H -6.5300 -1.4764 0.9528 0.357
H -7.5543 -1.7643 -1.4597 0.404
H -4.8122 1.0065 -2.9734 0.343
C -0.0977 -6.6907 4.3290 -0.713
O -1.5173 -6.6542 4.3418 -0.369
C -2.0234 -5.4434 4.8981 -0.559
C -2.5060 -4.4938 3.8074 -0.474
O -1.4186 -4.0108 3.0220 -0.371
C -1.3274 -4.6682 1.7637 -0.568
H 0.2167 -7.5447 3.7270 0.248
H 0.3282 -5.7831 3.8934 0.304
H 0.2804 -6.8241 5.3478 0.330
H -1.2728 -4.9604 5.5333 0.324
H -2.8745 -5.7142 5.5308 0.372
H -2.9688 -3.6213 4.2815 0.385
H -3.2621 -4.9750 3.1778 0.321
H -2.1360 -4.3304 1.1105 0.198
H -1.3654 -5.7552 1.8688 0.372
H -0.3739 -4.3978 1.3054 0.279
C 1.6350 1.6478 -2.3359 -0.468
O 2.1106 0.6070 -1.4975 -0.188
C 2.0894 -0.6659 -2.1484 -0.233
C 3.4835 -1.0729 -2.6102 -0.827
O 3.9487 -0.2260 -3.6583 -0.394
C 4.8875 0.7374 -3.1987 -0.505
H 1.8538 2.6027 -1.8536 0.014
H 2.1195 1.6350 -3.3152 0.412
H 0.5502 1.5590 -2.4591 0.148
H 1.3843 -0.6647 -2.9867 0.354
H 1.7352 -1.3944 -1.4139 0.262
H 3.4353 -2.0877 -3.0181 0.412
H 4.1861 -1.0815 -1.7703 0.351
H 5.8415 0.2495 -2.9764 0.353
H 4.5274 1.2664 -2.3129 0.113
H 5.0466 1.4657 -3.9961 0.236
C 2.2666 6.6892 0.7185 -0.717
O 2.7410 5.6447 1.5546 -0.403
C 2.7187 4.3766 0.9036 -0.409
C 4.1146 3.9666 0.4438 -0.487
O 4.5836 4.8132 -0.6023 -0.351
C 5.5228 5.7745 -0.1396 -0.770
H 2.4865 7.6416 1.2032 0.263
H 2.7516 6.6779 -0.2609 0.318
H 1.1815 6.6033 0.5947 0.303
H 2.0142 4.3802 0.0636 0.277
H 2.3616 3.6473 1.6378 0.368
H 4.0660 2.9517 0.0341 0.285
H 4.8150 3.9558 1.2852 0.395
H 6.4755 5.2847 0.0848 0.317
H 5.1613 6.3031 0.7456 0.332
H 5.6853 6.5031 -0.9360 0.256

Entry 6:
73
Properties=species:S:1:pos:R:3:mulliken_charge:R:1 method="wB97M-V/def2-TZVPD" gap_ev=7.185 total_charge=+1 e_homo_ev=-11.133
C -2.4507 -1.4486 -1.8335 -0.725
C -1.0018 -1.7290 -1.6625 0.901
O -0.0940 -1.1180 -2.1638 -0.576
O -0.7989 -2.7816 -0.8211 -0.405
C 0.2367 -2.6174 0.1267 -0.967
C -0.2465 -1.7817 1.3085 -0.439
C -0.4495 -2.6550 2.5198 -0.609
N -1.2213 -1.9560 3.5567 0.187
C -1.6931 -2.9016 4.5963 -0.721
C -0.5071 -3.5844 5.2425 -0.626
C 0.7083 -2.6799 5.4438 -0.643
N 0.6005 -1.2881 4.9361 0.215
C 1.8774 -0.7691 4.3979 -0.508
O 1.8391 0.6193 4.4470 -0.244
O 3.1371 0.9913 3.9627 -0.329
C -0.5031 -1.0003 4.2435 -0.527
N -0.9431 0.2724 4.2972 -0.180
H -2.9996 -2.3716 -1.8698 0.452
H -2.7988 -0.8764 -0.9901 0.283
H -2.6145 -0.8790 -2.7274 -0.039
H 1.1315 -2.2066 -0.3036 0.386
H 0.4766 -3.6142 0.4545 0.570
H 0.5406 -1.0708 1.5147 0.125
H -1.1548 -1.2666 1.0617 0.486
H 0.5013 -3.0549 2.8523 0.258
H -1.0424 -3.5052 2.2248 0.635
H -2.2510 -2.3163 5.3076 0.404
H -2.3541 -3.5966 4.1182 0.426
H -0.8302 -4.0127 6.1732 0.402
H -0.2095 -4.4226 4.6391 0.310
H 0.9290 -2.6378 6.4952 0.457
H 1.5748 -3.1291 4.9912 0.393
H 2.6540 -1.1227 5.0561 0.540
H 2.0705 -1.1398 3.4010 0.341
H 3.0285 1.1737 3.0206 0.328
H -1.2213 0.6556 5.1771 0.266
H -1.0328 0.8564 3.4851 0.225
C 5.8824 2.7895 1.8257 -1.381
C 4.9808 1.8607 1.0477 0.872
O 4.5265 0.8409 1.5683 -0.729
N 4.7064 2.1915 -0.2269 -0.126
C 5.1917 3.3512 -0.9591 -0.848
H 6.0084 2.3867 2.8244 0.287
H 6.8604 2.8668 1.3520 0.428
H 5.4432 3.7842 1.8989 0.391
H 4.0951 1.5458 -0.7023 0.225
H 4.3573 3.9689 -1.2858 0.283
H 5.7531 3.0344 -1.8382 0.305
H 5.8385 3.9516 -0.3327 0.318
C -1.5395 1.9658 -2.1422 -0.761
C -1.9726 2.7275 -0.9157 0.696
O -1.8198 2.2781 0.2166 -0.700
N -2.5466 3.9407 -1.1030 -0.156
C -2.8118 4.6192 -2.3603 -0.809
H -1.1062 1.0264 -1.8271 -0.143
H -2.3746 1.7584 -2.8019 0.356
H -0.7880 2.5239 -2.6981 0.428
H -2.8138 4.4002 -0.2479 0.250
H -2.2902 5.5769 -2.3936 0.290
H -3.8798 4.8082 -2.4723 0.282
H -2.4798 4.0116 -3.1936 0.292
C -1.6796 0.6761 -6.7573 -1.431
C -2.4960 -0.0417 -5.7103 0.794
O -2.6204 0.4021 -4.5748 -0.628
N -3.0901 -1.2019 -6.0703 -0.156
C -3.0490 -1.8736 -7.3598 -0.913
H -1.2744 1.5783 -6.3139 0.259
H -0.8553 0.0515 -7.1007 0.388
H -2.2982 0.9499 -7.6116 0.414
H -3.6235 -1.6301 -5.3316 0.229
H -4.0556 -1.9737 -7.7660 0.302
H -2.6207 -2.8705 -7.2541 0.301
H -2.4466 -1.3107 -8.0617 0.343